Below is C12H15Cl5N3ORhS as an isolated structure at a distorted geometry, with properties calculated with ωB97M-V with the def2-TZVPD basis set.

Geometry as XYZ:
```
38
Properties=species:S:1:pos:R:3:forces:R:3
Rh 0.088692 -0.032928 0.119521 1.9 0.7 -1.2
Cl 1.321796 6.466023 -0.001278 0.0 0.0 0.0
Cl 1.598447 4.575443 -2.486203 0.0 0.0 0.0
Cl 0.495129 5.279602 2.758731 0.0 0.0 0.0
Cl 1.087707 1.469322 -2.095263 -0.1 -0.2 -0.1
Cl -0.187472 2.231703 2.998434 0.1 0.1 0.1
S -3.494904 2.319534 -1.235574 -0.1 0.1 -0.1
O -0.101497 -1.119796 1.816839 0.9 1.0 -1.1
N 2.317470 -0.492406 0.478273 -1.2 0.1 0.4
N -1.721887 0.214534 -0.846365 0.6 0.1 0.7
N 0.585695 -1.830578 -1.331001 -0.5 -0.5 0.5
C 0.617689 4.254931 1.386269 0.0 0.0 -0.1
C 1.004223 4.785566 0.153754 0.0 0.0 0.0
C 0.475442 2.045031 0.410873 -0.9 -1.3 0.4
C -2.463438 1.126967 -1.010705 0.1 -0.1 0.2
C -1.298124 -1.580361 2.361941 -0.9 -0.1 -0.1
C 0.334231 2.892725 1.494171 0.0 -0.1 0.0
C 0.889278 2.597165 -0.785941 -0.1 0.0 0.4
C 1.823609 -2.458158 -0.867394 0.1 0.1 0.1
C -1.696952 -2.928709 1.744642 0.2 0.3 0.1
C -2.448181 -0.578426 2.232297 0.3 0.0 0.0
C 1.139299 3.949248 -0.954144 0.0 0.1 0.0
C 2.849195 -1.372626 -0.569691 -0.2 -0.2 -0.1
H 2.903751 0.316230 0.645906 0.0 0.1 -0.1
H -2.114996 0.405143 2.565531 -0.1 -0.1 0.0
H -1.108006 -1.735875 3.435407 0.1 0.1 -0.1
H 3.793042 -1.842288 -0.281807 0.0 0.1 0.0
H 2.235974 -3.171998 -1.585770 0.0 0.0 0.0
H -2.752007 -0.505865 1.188273 -0.1 0.0 0.1
H -0.954112 -3.693591 1.976902 0.0 0.0 0.0
H -2.669068 -3.252851 2.119450 0.0 -0.1 0.0
H 1.595748 -2.990261 0.058213 0.0 0.0 0.0
H 0.678284 -1.476115 -2.275062 -0.1 0.1 0.0
H -0.190976 -2.482280 -1.319936 0.0 0.0 -0.1
H 2.216081 -0.994406 1.358435 0.0 0.0 0.0
H -3.304377 -0.885778 2.833630 0.0 0.0 0.0
H -1.756700 -2.809870 0.659255 -0.1 0.0 0.0
H 3.023707 -0.769960 -1.462643 0.0 0.0 0.0
```
Positions in Å, forces in eV/Å.

Calculated values
ΔE to the lowest compared entry with this formula, charge and spin: 148.8 kJ/mol
LUMO level (alpha / beta): -0.99 / -0.99 eV
charge: 0
frontier orbital gap (alpha / beta): 7.1 / 7.1 eV
highest occupied orbital energy (alpha / beta): -0.2987 / -0.2987 Ha

***

Below is an isolated molecule of C12H15F3 at a distorted geometry, with properties calculated with ωB97M-V with the def2-TZVPD basis set.

Geometry as XYZ:
```
30
Properties=species:S:1:pos:R:3:forces:R:3
F -1.163730 1.987598 1.399260 -0.3 0.2 -0.7
F 0.042766 0.673138 2.543349 -0.2 -1.2 0.9
F 0.920156 2.419366 1.790581 -0.4 -0.5 -1.2
C -0.694682 -3.162655 0.765800 2.3 1.4 -0.5
C 1.937101 0.193809 0.391244 -2.7 -1.1 1.7
C -2.613247 -1.774250 0.651318 1.6 -0.8 0.4
C 0.591999 0.406357 -2.186393 0.5 -0.2 -2.9
C -2.018661 -3.020213 0.903578 -0.7 2.9 -0.9
C 0.031747 1.401849 1.445624 1.3 0.6 0.4
C -1.843230 -0.655036 0.350680 -2.2 -0.2 0.6
C 0.143643 -2.048772 0.502787 -1.1 -0.7 -0.5
C -0.480248 -0.787760 0.290168 3.2 0.7 0.6
C 0.442220 0.533060 0.191313 -1.1 -0.9 2.0
C 0.118294 1.261023 -1.065575 -0.2 2.1 -0.5
C 0.874750 2.689195 -1.126671 -0.3 0.1 0.9
H 1.807344 2.756858 -0.458654 -1.1 -0.7 -1.4
H 1.609943 0.773316 -2.339826 0.4 -0.9 -0.1
H 0.118485 0.715498 -3.262961 0.6 -1.2 2.7
H 0.576413 -0.705042 -1.883875 -0.1 1.7 -1.2
H 0.315359 3.554584 -0.672700 -0.1 -0.9 -0.8
H 1.219769 -2.321867 0.397262 -1.0 0.9 0.2
H -0.979308 1.339923 -1.211089 0.5 0.5 0.6
H 2.243119 -0.684709 -0.078975 0.3 -1.2 -1.2
H -2.453538 0.280877 0.362049 1.3 -0.6 -0.4
H 2.092405 -0.007864 1.438033 0.0 -0.1 0.5
H -3.637922 -1.704971 0.847010 -1.5 0.4 0.0
H -0.277241 -4.127746 0.856171 0.6 -0.9 0.3
H 2.556480 0.953764 0.158552 1.9 2.6 -1.0
H 1.102662 2.873092 -2.199764 0.0 0.2 0.9
H -2.582847 -3.812424 1.201707 -1.7 -2.1 0.6
```
Positions in Å, forces in eV/Å.

Calculated values
ΔE to the lowest compared entry with this formula, charge and spin: 0.0 kJ/mol
LUMO level: 0.81 eV
charge: 0
frontier orbital gap: 10.2 eV
highest occupied orbital energy: -0.3449 Ha
structure (SMILES): CC(C)[C@](C)(c1ccccc1)C(F)(F)F

***

Below is a 3-piece molecular cluster, C12H15F9O6 overall at a distorted geometry, with properties calculated with ωB97M-V with the def2-TZVPD basis set.

Geometry as XYZ:
```
42
Properties=species:S:1:pos:R:3:forces:R:3
F 2.652870 -2.405509 1.812067 1.8 2.2 3.4
F 0.893280 3.100291 1.164057 0.3 -1.0 -2.1
F 1.786790 2.588691 -0.898423 -0.9 -0.8 2.2
F 2.041370 -4.125569 0.938987 -1.4 -1.1 -0.7
F -3.271210 -2.567949 5.105987 -1.3 0.7 1.8
F -3.589230 -4.003349 3.507667 0.8 0.6 0.6
F 0.506820 1.147321 0.314707 1.0 -1.2 0.0
F -1.794860 -4.034439 4.720207 0.9 -0.5 0.1
F 0.883220 -2.200899 0.666687 -0.9 -0.9 0.6
O 4.008170 -2.854189 -0.691833 -1.5 0.5 0.6
O -0.476220 2.541091 -2.051443 0.2 0.0 0.2
O -1.468740 3.480791 -0.195773 3.3 -2.1 -1.9
O -1.184290 -1.380489 3.792227 -0.8 -2.2 1.4
O -2.515460 -1.951239 2.084147 0.0 -1.1 2.7
O 2.235630 -1.645999 -1.348003 -2.1 0.3 0.3
C -2.669820 -3.236179 4.172157 -1.1 -0.7 -1.6
C -0.718180 -0.117749 3.273317 0.0 -0.7 0.3
C 1.953950 -0.284739 -3.399843 -1.5 0.4 -0.1
C -0.941040 2.663391 -4.402663 -0.2 -0.6 0.4
C 0.723040 2.386451 -0.015423 -0.1 2.7 -0.2
C 2.824420 -1.146999 -2.578983 2.9 -0.8 1.4
C -2.148270 -2.164079 3.242267 2.1 3.2 -4.4
C 2.058180 -2.818889 0.783157 0.3 0.4 -3.6
C 2.877800 -2.432269 -0.507163 2.2 -0.8 -1.3
C -0.526800 2.873841 -0.763933 -4.0 2.5 0.7
C -1.495540 2.990381 -3.034833 0.5 0.6 1.1
C -1.777610 0.928581 3.557967 0.3 0.3 -1.0
H -2.401690 0.835481 2.669177 -0.6 0.6 0.3
H -2.373590 0.814041 4.463387 0.3 -0.5 0.0
H 1.365970 0.417781 -2.809213 -0.3 -0.3 0.4
H 0.243260 0.012561 3.770057 -0.2 0.1 0.2
H -1.675650 4.043451 -2.818713 0.0 0.0 -0.2
H -1.331230 1.921411 3.613907 0.0 0.0 -0.3
H -0.904690 1.574541 -4.368303 0.0 -0.1 -0.7
H 0.065690 3.007761 -4.639313 -0.1 0.3 0.4
H 3.228810 -2.015429 -3.098993 -0.2 0.0 -0.2
H 2.436200 0.416581 -4.080793 0.7 -0.6 -0.1
H 1.293920 -0.932269 -3.977053 -0.3 0.3 -0.1
H -1.619070 3.026771 -5.174893 -0.1 -0.2 0.0
H -0.488520 -0.246589 2.215607 -0.3 0.2 -0.1
H 3.707150 -0.647279 -2.180023 0.2 0.4 -0.5
H -2.414820 2.440871 -2.832143 0.1 0.0 0.0
```
Positions in Å, forces in eV/Å.

Calculated values
ΔE to the lowest compared entry with this formula, charge and spin: 183.8 kJ/mol
LUMO level: 0.51 eV
charge: 0
frontier orbital gap: 11.5 eV
highest occupied orbital energy: -0.4032 Ha
structure (SMILES): CCOC(=O)C(F)(F)F.CCOC(=O)C(F)(F)F.CCOC(=O)C(F)(F)F